[1]
The following is a quantum chemistry calculation of C2AgLiO4 as an isolated structure, from the Open Molecules 2025 dataset.

Last column: Löwdin charge in e.
Positions of all 8 atoms, in Å:
O (0.149, 0.914, -0.216)  0.020
Li (-1.383, 0.803, -2.761)  0.884
C (1.425, 0.809, 0.054)  -0.257
O (1.961, 0.871, 1.110)  0.106
Ag (0.518, -1.634, 2.707)  0.907
O (-1.363, -0.388, -1.314)  -0.023
O (-0.586, -1.051, 0.693)  0.013
C (-0.722, -0.324, -0.274)  -0.650

Results
- Expectation value of S²: 0.7533
- 2S+1: 2
- Gap between HOMO and LUMO (alpha / beta): 6.6 / 9.2 eV
- Charge: +1

---

[2]
The following is a quantum chemistry calculation of a 2-piece molecular cluster, C2H3ClO2P overall, from the Open Molecules 2025 dataset.

Last column: Löwdin charge in e.
Positions of all 9 atoms, in Å:
C (-0.512, 1.518, 1.319)  -0.141
C (-0.088, 1.679, 0.103)  0.043
O (-0.092, -2.694, 0.127)  -0.518
O (1.945, -2.035, -1.215)  -0.503
P (0.570, -1.733, -0.800)  0.023
Cl (-0.615, -1.741, -2.520)  0.073
H (-0.959, 2.257, 1.999)  0.040
H (-0.299, 0.693, 1.849)  -0.012
H (0.048, 2.054, -0.862)  -0.005

Results
- Gap between HOMO and LUMO (alpha / beta): 6.9 / 8.6 eV
- Charge: -1

---

[3]
The following is a quantum chemistry calculation of a 14-piece molecular cluster, C84H189N7O14 overall, from the Open Molecules 2025 dataset.

Last column: Löwdin charge in e.
Positions of all 294 atoms, in Å:
C (4.530, 7.185, 0.825)  -0.024
C (4.567, 6.650, -0.627)  -0.472
C (5.470, 5.393, -0.784)  -0.126
C (4.824, 4.140, -0.259)  -0.208
C (3.497, 3.850, -0.888)  -0.149
C (2.522, 5.083, -0.802)  -0.436
N (3.210, 6.351, -1.151)  -0.103
O (2.393, 7.497, -1.101)  -0.017
C (1.462, 4.725, -1.901)  -0.029
C (1.872, 5.107, 0.610)  -0.017
C (5.221, 7.704, -1.565)  -0.048
H (3.622, 7.764, 0.993)  0.079
H (5.350, 7.860, 1.071)  0.080
H (4.528, 6.380, 1.559)  0.066
H (5.760, 5.267, -1.827)  0.119
H (6.313, 5.491, -0.101)  0.123
H (4.591, 4.130, 0.806)  0.106
H (5.513, 3.310, -0.418)  0.107
H (3.090, 3.038, -0.285)  0.102
H (3.544, 3.469, -1.908)  0.099
H (1.943, 4.683, -2.878)  0.075
H (0.972, 3.779, -1.672)  0.068
H (0.660, 5.445, -2.060)  0.062
H (1.343, 4.155, 0.667)  0.073
H (2.537, 5.312, 1.448)  0.066
H (1.130, 5.900, 0.520)  0.064
H (6.235, 7.982, -1.278)  0.084
H (4.594, 8.596, -1.542)  0.070
H (5.292, 7.517, -2.637)  0.080
H (2.558, 7.928, -1.942)  0.097
C (0.258, -6.979, -8.711)  -0.036
C (1.319, -6.576, -7.669)  -0.441
C (2.240, -5.334, -8.145)  -0.123
C (1.487, -3.971, -8.139)  -0.153
C (1.229, -3.713, -6.596)  -0.105
C (0.307, -4.806, -6.056)  -0.531
N (0.680, -6.162, -6.375)  -0.130
O (-0.080, -7.232, -5.879)  0.001
C (0.240, -4.698, -4.563)  -0.047
C (-1.161, -4.590, -6.555)  -0.034
C (2.343, -7.682, -7.379)  -0.041
H (0.680, -6.889, -9.712)  0.081
H (-0.610, -6.364, -8.947)  0.071
H (-0.123, -7.989, -8.559)  0.082
H (3.211, -5.282, -7.652)  0.108
H (2.505, -5.402, -9.199)  0.104
H (0.614, -3.964, -8.792)  0.102
H (2.136, -3.223, -8.595)  0.099
H (0.675, -2.779, -6.691)  0.112
H (2.102, -3.570, -5.959)  0.102
H (0.332, -3.714, -4.105)  0.077
H (-0.573, -5.291, -4.144)  0.083
H (1.128, -5.244, -4.245)  0.086
H (-1.293, -4.602, -7.636)  0.064
H (-1.878, -5.365, -6.286)  0.072
H (-1.614, -3.738, -6.047)  0.077
H (2.778, -8.153, -8.261)  0.086
H (1.976, -8.474, -6.726)  0.078
H (3.156, -7.214, -6.822)  0.076
H (-0.774, -7.381, -6.526)  0.078
C (7.088, -0.958, 2.348)  -0.036
C (6.242, 0.156, 2.966)  -0.490
C (4.915, 0.358, 2.150)  -0.109
C (3.866, 1.194, 2.868)  -0.221
C (3.484, 0.513, 4.093)  -0.149
C (4.718, 0.197, 5.074)  -0.426
N (5.920, -0.325, 4.319)  -0.098
O (7.057, -0.614, 5.159)  -0.006
C (5.074, 1.487, 5.896)  -0.014
C (4.139, -0.874, 5.994)  -0.035
C (7.034, 1.503, 2.975)  -0.021
H (6.624, -1.920, 2.566)  0.089
H (8.127, -0.888, 2.668)  0.080
H (7.068, -0.867, 1.262)  0.075
H (5.141, 0.983, 1.286)  0.106
H (4.430, -0.539, 1.765)  0.117
H (3.053, 1.436, 2.184)  0.102
H (4.251, 2.182, 3.120)  0.106
H (2.816, -0.328, 3.906)  0.094
H (2.815, 1.154, 4.667)  0.104
H (5.714, 2.082, 5.244)  0.059
H (4.256, 2.084, 6.298)  0.071
H (5.745, 1.183, 6.699)  0.078
H (3.604, -0.353, 6.789)  0.082
H (3.464, -1.582, 5.513)  0.069
H (4.974, -1.263, 6.577)  0.082
H (6.395, 2.270, 3.411)  0.054
H (7.268, 1.812, 1.956)  0.085
H (7.901, 1.425, 3.631)  0.078
H (7.415, 0.252, 5.367)  0.071
C (-2.495, -0.073, 0.213)  -0.005
C (-1.395, 1.015, 0.302)  -0.410
C (-0.447, 0.500, 1.419)  -0.129
C (0.497, -0.626, 0.941)  -0.163
C (1.298, -0.134, -0.248)  -0.122
C (0.386, 0.280, -1.452)  -0.458
N (-0.568, 1.284, -0.932)  -0.082
O (-1.382, 1.813, -1.965)  -0.027
C (1.336, 0.977, -2.503)  -0.010
C (-0.257, -0.967, -2.111)  -0.005
C (-1.858, 2.460, 0.727)  -0.008
H (-2.226, -0.964, -0.353)  0.065
H (-3.376, 0.324, -0.292)  0.045
H (-2.885, -0.379, 1.184)  0.080
H (0.103, 1.318, 1.885)  0.102
H (-0.863, 0.033, 2.312)  0.087
H (-0.004, -1.565, 0.707)  0.094
H (1.168, -0.749, 1.792)  0.093
H (2.084, -0.817, -0.573)  0.106
H (1.823, 0.802, -0.059)  0.101
H (0.681, 1.288, -3.317)  0.067
H (1.958, 1.791, -2.130)  0.058
H (2.012, 0.272, -2.985)  0.055
H (-0.683, -1.617, -1.347)  0.062
H (-1.010, -0.632, -2.825)  0.070
H (0.562, -1.438, -2.654)  0.071
H (-0.993, 3.096, 0.915)  0.065
H (-2.401, 2.485, 1.672)  0.070
H (-2.465, 3.046, 0.037)  0.058
H (-2.024, 1.115, -2.111)  0.032
C (-2.901, -6.771, 4.476)  -0.029
C (-3.317, -6.025, 3.184)  -0.404
C (-2.607, -4.624, 3.093)  -0.140
C (-2.535, -3.980, 1.723)  -0.165
C (-2.106, -5.015, 0.644)  -0.120
C (-2.892, -6.354, 0.634)  -0.472
N (-2.952, -6.860, 1.966)  -0.119
O (-3.568, -8.122, 2.057)  -0.007
C (-4.331, -6.160, 0.048)  -0.024
C (-2.029, -7.340, -0.313)  -0.012
C (-4.911, -5.804, 3.294)  -0.017
H (-3.235, -7.805, 4.558)  0.079
H (-3.126, -6.190, 5.371)  0.088
H (-1.829, -6.895, 4.326)  0.069
H (-2.833, -3.859, 3.835)  0.073
H (-1.558, -4.773, 3.349)  0.086
H (-1.828, -3.154, 1.803)  0.088
H (-3.508, -3.570, 1.451)  0.105
H (-1.027, -5.121, 0.524)  0.102
H (-2.384, -4.501, -0.276)  0.107
H (-5.066, -6.907, 0.346)  0.069
H (-4.850, -5.275, 0.416)  0.064
H (-4.241, -6.116, -1.037)  0.084
H (-2.626, -8.159, -0.713)  0.071
H (-1.606, -6.838, -1.183)  0.066
H (-1.148, -7.772, 0.163)  0.077
H (-5.119, -5.000, 4.000)  0.067
H (-5.328, -6.734, 3.679)  0.071
H (-5.472, -5.592, 2.383)  0.054
H (-4.430, -7.986, 1.658)  0.067
C (-3.631, 0.194, 4.368)  -0.049
C (-3.185, -0.842, 5.359)  -0.458
C (-1.822, -1.522, 4.859)  -0.130
C (-0.585, -0.745, 5.155)  -0.205
C (-0.538, -0.292, 6.603)  -0.098
C (-1.800, 0.514, 7.054)  -0.443
N (-3.058, -0.202, 6.691)  -0.153
O (-4.213, 0.152, 7.392)  -0.001
C (-1.921, 0.705, 8.594)  -0.025
C (-1.878, 1.910, 6.396)  -0.045
C (-4.272, -1.940, 5.374)  -0.034
H (-2.806, 0.803, 3.998)  0.062
H (-4.289, 0.916, 4.851)  0.079
H (-4.250, -0.178, 3.552)  0.083
H (-1.761, -2.548, 5.219)  0.109
H (-1.875, -1.707, 3.786)  0.097
H (-0.612, 0.116, 4.487)  0.089
H (0.284, -1.348, 4.892)  0.103
H (0.311, 0.391, 6.560)  0.118
H (-0.419, -1.160, 7.251)  0.128
H (-2.386, -0.142, 9.099)  0.081
H (-0.877, 0.836, 8.878)  0.082
H (-2.411, 1.629, 8.898)  0.082
H (-1.603, 2.051, 5.351)  0.065
H (-2.825, 2.434, 6.530)  0.081
H (-1.206, 2.583, 6.930)  0.071
H (-3.997, -2.542, 6.240)  0.086
H (-4.343, -2.641, 4.542)  0.062
H (-5.231, -1.457, 5.559)  0.084
H (-4.210, -0.551, 8.046)  0.098
C (-5.992, -0.402, -0.972)  -0.028
C (-6.274, 0.356, -2.316)  -0.441
C (-4.955, 1.054, -2.745)  -0.118
C (-3.912, 0.049, -3.397)  -0.159
C (-4.577, -0.568, -4.640)  -0.136
C (-5.872, -1.350, -4.357)  -0.459
N (-6.805, -0.503, -3.461)  -0.125
O (-8.086, -0.959, -3.304)  -0.026
C (-6.536, -1.655, -5.734)  -0.035
C (-5.694, -2.720, -3.694)  -0.034
C (-7.328, 1.483, -2.159)  -0.041
H (-5.732, 0.333, -0.210)  0.073
H (-5.241, -1.191, -0.998)  0.062
H (-6.901, -0.819, -0.539)  0.079
H (-5.090, 1.940, -3.364)  0.116
H (-4.427, 1.491, -1.898)  0.092
H (-3.562, -0.741, -2.733)  0.093
H (-3.023, 0.636, -3.629)  0.086
H (-3.902, -1.263, -5.140)  0.110
H (-4.576, 0.194, -5.418)  0.119
H (-6.622, -0.794, -6.397)  0.080
H (-5.831, -2.374, -6.150)  0.078
H (-7.532, -2.058, -5.552)  0.077
H (-5.156, -2.563, -2.760)  0.060
H (-6.631, -3.202, -3.413)  0.091
H (-5.037, -3.344, -4.299)  0.080
H (-7.151, 2.199, -1.356)  0.079
H (-8.282, 1.008, -1.930)  0.077
H (-7.300, 2.150, -3.020)  0.083
H (-8.663, -0.309, -3.713)  0.102
C (0.457, 3.011, -5.791)  -0.055
C (-0.986, 3.512, -5.484)  -0.509
C (-0.992, 5.006, -5.215)  -0.040
O (-1.845, 3.219, -6.514)  -0.031
H (0.579, 1.928, -5.833)  0.064
H (1.207, 3.230, -5.032)  0.057
H (0.753, 3.373, -6.776)  0.082
H (-1.305, 2.936, -4.615)  0.117
H (-0.891, 5.600, -6.123)  0.086
H (-0.129, 5.298, -4.616)  0.060
H (-1.831, 5.374, -4.625)  0.073
H (-1.634, 2.353, -6.872)  0.091
C (-4.553, 4.170, 4.058)  -0.049
C (-3.942, 5.518, 4.413)  -0.458
C (-2.423, 5.538, 4.317)  -0.054
O (-4.330, 6.480, 3.422)  -0.085
H (-4.528, 3.460, 4.884)  0.061
H (-4.036, 3.758, 3.192)  0.067
H (-5.624, 4.267, 3.875)  0.083
H (-4.334, 5.912, 5.350)  0.139
H (-2.053, 6.520, 4.613)  0.084
H (-2.018, 5.131, 3.390)  0.072
H (-2.159, 4.768, 5.042)  0.061
H (-4.127, 6.156, 2.541)  0.017
C (4.767, -2.770, -1.106)  -0.045
C (4.956, -2.856, -2.623)  -0.501
C (3.625, -2.817, -3.376)  -0.050
O (5.803, -1.836, -3.068)  -0.048
H (5.753, -2.645, -0.659)  0.075
H (4.243, -3.630, -0.690)  0.079
H (4.188, -1.858, -0.959)  0.058
H (5.547, -3.755, -2.799)  0.134
H (3.113, -1.880, -3.157)  0.057
H (3.120, -3.755, -3.145)  0.082
H (3.754, -2.773, -4.457)  0.068
H (5.234, -1.130, -3.384)  0.035
C (1.272, 5.884, 5.649)  -0.026
C (1.066, 4.379, 5.436)  -0.467
C (1.052, 3.886, 3.966)  -0.054
O (2.102, 3.624, 5.974)  -0.064
H (1.887, 6.405, 4.915)  0.082
H (1.599, 6.201, 6.639)  0.081
H (0.266, 6.296, 5.563)  0.061
H (0.117, 3.946, 5.754)  0.099
H (0.812, 2.840, 3.780)  0.062
H (2.016, 4.035, 3.479)  0.062
H (0.359, 4.417, 3.313)  0.059
H (2.910, 4.126, 6.104)  0.087
C (1.079, -5.914, 3.040)  -0.051
C (2.117, -4.853, 3.205)  -0.529
C (1.442, -3.509, 2.901)  -0.052
O (2.676, -4.827, 4.452)  -0.014
H (1.546, -6.899, 3.071)  0.085
H (0.639, -5.917, 2.043)  0.075
H (0.335, -5.837, 3.833)  0.074
H (2.913, -5.036, 2.482)  0.136
H (0.606, -3.296, 3.566)  0.069
H (1.062, -3.320, 1.897)  0.064
H (2.159, -2.698, 3.029)  0.059
H (3.383, -4.193, 4.592)  0.094
C (-3.869, 6.930, -1.200)  -0.045
C (-3.030, 6.011, -0.314)  -0.452
C (-1.622, 6.584, 0.025)  -0.026
O (-3.768, 5.656, 0.873)  -0.073
H (-3.348, 6.989, -2.156)  0.073
H (-3.731, 7.945, -0.827)  0.084
H (-4.905, 6.627, -1.346)  0.080
H (-2.794, 5.085, -0.838)  0.112
H (-1.684, 7.320, 0.827)  0.090
H (-1.047, 6.926, -0.836)  0.079
H (-1.162, 5.667, 0.392)  0.052
H (-4.612, 5.277, 0.617)  0.101
C (5.809, 1.633, -3.821)  -0.040
C (4.594, 1.377, -4.739)  -0.421
C (5.008, 1.279, -6.236)  -0.051
O (4.002, 0.094, -4.469)  -0.097
H (5.501, 1.432, -2.795)  0.070
H (6.130, 2.672, -3.895)  0.078
H (6.693, 0.999, -3.892)  0.085
H (3.804, 2.117, -4.611)  0.123
H (4.189, 1.072, -6.925)  0.075
H (5.752, 0.522, -6.481)  0.087
H (5.458, 2.246, -6.464)  0.080
H (3.707, -0.216, -5.329)  0.080

Results
- Gap between HOMO and LUMO: 7.9 eV